C7H25CaN9O9 | the ωB97M-V functional and the def2-TZVPD basis

Its frontier orbital gap is 6.5 eV. As for the LUMO energy: 0.4 eV. As for the spin multiplicity: 1. The energy is -2129.4601 hartree. The value obtained for the energy above the lowest of the compared OMol25 structures with the same formula, charge and spin is 11.0 kcal per mole.

Cartesian coordinates (Å):
Ca (0.0030, 0.5659, 0.5141)
C (2.8250, 2.6764, -1.2017)
C (2.3246, 2.7457, 0.2521)
O (0.9404, 2.7310, 0.4063)
H (2.5113, 1.7005, -1.5794)
H (3.9152, 2.7804, -1.1806)
H (2.4660, 3.5183, -1.7930)
H (2.7613, 3.6995, 0.5996)
H (2.6966, 1.9166, 0.8736)
N (-1.9824, -2.3728, 0.4991)
O (-1.5636, -3.4834, 0.8532)
O (-1.1902, -1.4061, 0.3595)
O (-3.2016, -2.2105, 0.2652)
C (-2.9758, 1.0581, 2.3085)
O (-1.6029, 1.2963, 2.0815)
H (-3.4498, 0.8933, 1.3456)
H (-3.0946, 0.1249, 2.8714)
H (-3.4853, 1.8325, 2.8841)
H (-1.1741, 1.6467, 2.8674)
C (0.0491, -0.5495, -2.9156)
O (0.4207, 0.1297, -1.9621)
N (-0.4375, -1.8072, -2.7755)
N (0.1576, -0.1518, -4.2153)
H (-0.7621, -2.3133, -3.5744)
H (-0.4116, -2.2180, -1.8552)
H (-0.0110, -0.8424, -4.9221)
H (0.6657, 0.6553, -4.5267)
C (2.9726, -1.3544, -0.1221)
O (2.0725, -0.6691, 0.3739)
N (4.0991, -1.6599, 0.5547)
N (3.0055, -1.6519, -1.4428)
H (4.1602, -1.4703, 1.5397)
H (5.0011, -1.6674, 0.1124)
H (2.3389, -1.2420, -2.0698)
H (3.6985, -2.3522, -1.6404)
C (0.3498, -0.7993, 3.4388)
O (0.7645, -0.0190, 2.5905)
N (0.3404, -2.1450, 3.3233)
N (-0.0654, -0.3930, 4.7016)
H (0.7638, -2.4920, 2.4752)
H (-0.0024, -2.7957, 3.9989)
H (0.2803, 0.4864, 5.0520)
H (0.0092, -1.1318, 5.3771)
C (-2.9401, 1.1748, -1.4880)
O (-1.9890, 1.1456, -0.6971)
N (-3.8670, 0.2227, -1.4240)
N (-3.0151, 2.0478, -2.5341)
H (-4.7066, 0.1023, -1.9604)
H (-3.7480, -0.4559, -0.6749)
H (-3.7058, 1.8847, -3.2414)
H (-2.2111, 2.6187, -2.7230)

Mulliken population analysis, charges in e, atoms 1 to 8:
1. Ca 2.278
2. C -0.853
3. C -0.142
4. O -0.980
5. H 0.012
6. H 0.377
7. H 0.296
8. H 0.358